C16H15ClF5O22V | ωB97M-V/def2-TZVPD

Each line ends with the Löwdin spin population.
Atoms and positions in Å:
V1 -4.718884 22.777596 -32.893790  2.83
C1 -4.482886 20.569561 -34.246653  0.01
O1 -3.958069 19.706454 -34.989086  0.00
O2 -5.319755 21.512036 -34.598047  0.00
O3 -3.793403 20.930504 -33.173929  -0.01
Cl1 -1.057709 23.522142 -33.271457  0.00
O4 -0.793314 22.179130 -33.674354  0.00
O5 -2.486162 23.767953 -33.251579  0.01
O6 -0.549127 23.721308 -31.922596  0.00
O7 -0.445450 24.484515 -34.153676  0.00
C2 -6.896848 26.713979 -29.769654  0.00
C3 -5.485014 26.878026 -29.247509  0.00
O8 -4.716030 26.382363 -30.281886  0.00
C4 -5.472615 25.509818 -31.023876  0.01
O9 -5.023354 24.795792 -31.845443  0.02
O10 -6.764526 25.588010 -30.632642  0.00
F1 -5.294666 26.123691 -28.116800  0.00
H1 -7.230300 27.566060 -30.368212  0.00
H2 -7.643019 26.547412 -28.996627  0.00
H3 -5.273604 27.907127 -28.963465  0.00
C5 -8.715729 18.872237 -31.721578  0.00
C6 -9.185079 19.753083 -30.578234  0.00
O11 -8.018807 20.487965 -30.278005  0.00
C7 -7.219365 20.515700 -31.397094  0.00
O12 -6.206231 21.109446 -31.478125  0.01
O13 -7.662619 19.624539 -32.301722  0.00
F2 -9.575226 19.069205 -29.480001  0.00
H4 -9.470098 18.574704 -32.446199  0.00
H5 -8.284601 17.931979 -31.362716  0.00
H6 -9.954778 20.459721 -30.900778  0.00
C8 -0.964149 23.387697 -28.986623  0.00
C9 -1.139193 21.898916 -28.736411  0.00
O14 -2.045748 21.527020 -29.705602  0.00
C10 -2.768442 22.621766 -30.069675  0.01
O15 -3.746177 22.573722 -30.732999  0.02
O16 -2.202825 23.736782 -29.592465  0.00
F3 -1.733591 21.669673 -27.502582  0.00
H7 -0.185487 23.518247 -29.743159  0.00
H8 -0.750092 24.020012 -28.132024  0.00
H9 -0.198436 21.356848 -28.728468  0.00
C11 -9.926933 25.266658 -32.817023  0.00
C12 -10.451691 23.933763 -33.324226  0.00
O17 -9.359491 23.081850 -33.139666  0.00
C13 -8.215260 23.822140 -33.006816  0.01
O18 -7.140841 23.362123 -32.896011  0.02
O19 -8.528426 25.132471 -33.046705  0.00
F4 -10.735087 23.977217 -34.663389  0.00
H10 -10.112761 25.458398 -31.759640  0.00
H11 -10.293020 26.103531 -33.408265  0.00
H12 -11.342132 23.546059 -32.834799  0.00
C14 -4.765511 27.442902 -36.412485  0.00
C15 -6.272644 27.284717 -36.217470  0.00
O20 -6.391080 26.174643 -35.393799  0.00
C16 -5.188719 25.489177 -35.354705  0.01
O21 -5.038407 24.460406 -34.805011  0.03
O22 -4.230293 26.208782 -35.969730  0.00
F5 -6.872770 27.006952 -37.421601  0.00
H13 -4.350359 28.260770 -35.823220  0.00
H14 -4.539070 27.596323 -37.465728  0.00
H15 -6.742765 28.155865 -35.765841  0.00

Cartesian forces (eV/Å) of the 3 atoms listed first:
V 1.487 -3.049 -1.060
C 4.261 1.540 -1.421
O -2.167 -0.456 0.286

Summary:
<S²>: 3.76
HOMO level (spin up / spin down): -2.85 / -3.08 eV
E_tot: -4177.399388 Ha
charge: -1
molar mass: 740.7 g mol⁻¹
spin multiplicity: 4